Entry 1:
69
Properties=species:S:1:pos:R:3:forces:R:3 method="wB97M-V/def2-TZVPD" e_homo_ha=-0.325 orbital_gap_ev=7.39 e_tot_ev=-98732.0919
C -2.4435 -0.7493 5.9378 1.4 0.0 2.1
O -3.5971 -1.4451 5.3492 0.7 2.4 -3.7
B -3.9122 -0.9003 3.9824 1.6 0.3 3.9
O -3.5783 0.5158 3.7441 -2.9 -2.1 0.7
C -4.6386 -1.9411 2.9437 0.1 1.5 -1.7
Cl -5.7140 -3.0908 3.9671 1.1 1.0 -1.4
N -5.4780 -1.0407 2.0138 2.4 -0.2 -2.6
C -4.8397 -0.8897 0.6168 -2.6 3.6 -3.3
O -5.3078 -0.1238 -0.3882 3.0 -5.2 7.0
C -3.4812 -1.8538 0.4684 -2.3 -0.3 1.9
S -2.0609 -0.6356 0.4821 -1.4 7.6 -6.3
O -1.6203 -0.4686 -1.0252 -1.0 -2.2 5.6
O -2.5463 0.8056 0.9033 1.9 -6.1 0.2
C -0.5298 -1.2067 1.4012 4.5 -0.3 1.5
F -0.6580 -1.1919 2.8822 0.4 -0.5 -5.2
F -0.0466 -2.5000 0.8414 -1.8 4.4 2.4
F 0.5473 -0.1974 1.0803 -4.0 -3.5 1.1
C -3.7692 -2.7752 1.8343 -0.5 -2.4 -0.8
C -2.6120 -3.8413 2.3110 2.1 -3.3 -2.6
Cl -1.8788 -3.9370 4.0386 -1.5 0.6 -2.7
C -2.0723 -4.8856 1.3491 -1.9 2.5 2.4
C -2.5563 -5.0672 -0.2044 1.6 -0.4 0.2
Cl -0.7774 -6.1165 1.9645 -2.2 2.1 -1.1
H -1.5165 -0.6322 5.2338 -2.0 -0.3 1.0
H -2.6812 0.3056 6.3972 0.1 -2.0 -1.1
H -2.0776 -1.4198 6.8562 -0.9 1.4 -2.1
H -4.3723 1.0633 4.0811 2.0 -1.0 -0.7
H -5.7220 -0.0974 2.3900 0.2 -1.2 -0.6
H -3.4943 -2.4026 -0.5726 0.3 1.1 2.3
H -4.5972 -3.5197 1.4025 1.6 1.6 0.8
H -1.9539 -5.9821 -0.6761 -1.4 2.0 1.2
H -3.6953 -5.2987 -0.3387 2.1 0.7 0.5
H -2.1785 -4.1182 -0.7949 -1.0 -1.9 1.1
C 3.4296 -0.8585 1.7607 0.2 0.0 0.1
N 4.3932 -0.6612 2.8231 -0.2 1.1 0.7
C 5.4254 -1.6568 3.0248 0.2 0.2 0.3
C 4.3580 0.4437 3.6470 0.5 -0.6 0.0
O 5.1390 0.6728 4.5616 -0.5 -0.4 -0.8
H 2.8930 -1.7946 1.9397 -0.1 0.1 -0.2
H 3.9619 -0.9160 0.8070 -0.2 0.0 -0.1
H 2.7115 -0.0349 1.7219 0.3 -0.2 0.1
H 5.3413 -2.0564 4.0399 0.2 -0.1 -0.1
H 6.4048 -1.1822 2.9129 0.0 -0.2 0.1
H 5.3255 -2.4696 2.3002 -0.1 0.2 0.1
H 3.5343 1.1356 3.4063 0.0 -0.1 -0.1
C 0.0732 0.9815 -3.2752 0.1 0.0 -0.2
N 0.7953 0.6332 -4.4808 0.7 -1.4 0.1
C 0.7946 1.5642 -5.5901 0.1 -0.1 -0.2
C 1.4823 -0.5558 -4.6046 -0.2 0.8 -0.4
O 2.1119 -0.9127 -5.5920 -0.5 0.4 0.6
H -0.9814 1.1281 -3.5249 0.0 0.0 0.3
H 0.4880 1.9090 -2.8704 -0.2 0.0 0.1
H 0.1578 0.1922 -2.5233 0.0 0.1 -0.2
H 0.3642 1.0724 -6.4676 0.1 0.2 0.0
H 1.8263 1.8495 -5.8164 -0.2 0.1 -0.2
H 0.2116 2.4564 -5.3456 0.2 -0.2 0.0
H 1.4171 -1.1879 -3.7038 -0.1 0.1 0.1
C 3.8838 6.4132 -4.0067 -0.1 -0.2 0.1
N 2.7565 5.5341 -4.2357 -0.9 0.5 -1.0
C 2.6521 4.3145 -3.4618 -0.3 -0.1 -0.1
C 1.7811 5.8224 -5.1666 0.1 -0.6 0.5
O 0.8043 5.1259 -5.4106 0.8 0.3 0.4
H 4.8073 5.8643 -4.2119 0.1 0.2 0.1
H 3.8726 6.7373 -2.9622 0.2 0.1 -0.1
H 3.8367 7.2918 -4.6558 -0.1 -0.2 0.1
H 2.6429 3.4594 -4.1441 0.0 0.0 0.2
H 1.7129 4.3280 -2.9007 0.1 -0.2 0.0
H 3.4930 4.2231 -2.7690 -0.1 0.1 -0.2
H 1.9583 6.7721 -5.6976 0.1 0.0 0.1

=====

Entry 2:
55
Properties=species:S:1:pos:R:3:forces:R:3 method="wB97M-V/def2-TZVPD" e_homo_ha=-0.150 orbital_gap_ev=6.42 e_tot_ev=-36250.8505 total_charge=-1
C 2.4545 -3.0146 1.1867 0.0 0.0 0.0
C 2.8838 -2.0420 0.0776 0.0 -0.1 0.1
C 3.0875 -0.6082 0.5839 0.1 -0.1 0.0
C 1.8382 0.1872 0.9841 -0.1 -0.1 0.1
C 0.7927 0.6944 -0.0351 -0.1 0.0 0.0
C -0.1563 -0.4497 -0.4612 0.1 -0.1 0.0
C -0.8933 -0.4156 -1.8024 -0.1 0.1 0.1
C -2.1601 -1.2735 -1.6769 0.2 0.3 0.2
N -3.2021 -0.4455 -1.0590 -0.4 -0.3 0.2
O -0.0336 1.6042 0.6719 0.0 0.0 -0.1
B 0.5745 2.9780 0.6163 0.1 0.2 0.0
O 1.6191 2.8236 -0.4551 0.0 0.1 0.1
C 1.3567 1.6320 -1.1261 0.0 0.2 -0.2
C 2.6161 1.3038 -1.9300 0.0 0.1 -0.2
C 2.5537 -0.0106 -2.7101 -0.4 0.2 -0.2
C 2.0008 0.1461 -4.1395 -0.1 0.0 0.1
I 4.5016 -0.9390 -2.7999 0.2 0.0 -0.3
H 3.3177 -3.5396 1.6045 0.0 0.1 0.0
H 1.9609 -2.4880 2.0068 0.0 0.0 0.0
H 1.7585 -3.7760 0.8259 0.0 0.0 0.0
H 3.8263 -2.3865 -0.3605 -0.2 0.0 0.1
H 2.1585 -2.0711 -0.7396 0.1 0.0 0.1
H 3.6932 -0.0520 -0.1352 -0.1 -0.1 0.2
H 3.7072 -0.6839 1.4886 0.0 0.0 -0.1
H 1.2565 -0.4238 1.6895 0.0 0.1 0.1
H 2.1460 1.0755 1.5412 0.1 0.0 -0.1
H -0.9289 -0.4044 0.3139 0.1 -0.2 -0.1
H 0.3260 -1.4287 -0.3605 0.0 0.1 0.0
H -1.2212 0.6068 -2.0081 0.1 -0.1 -0.1
H -0.2672 -0.7534 -2.6346 0.0 0.0 0.1
H -1.9387 -2.0924 -0.9844 -0.1 -0.1 -0.2
H -2.4682 -1.7181 -2.6303 0.0 0.1 0.0
H -3.8940 -0.1144 -1.7181 0.1 0.0 -0.1
H -3.7085 -0.9602 -0.3503 0.0 0.1 0.0
H 1.1211 3.3142 1.6859 -0.1 -0.1 -0.2
H -0.2999 3.7990 0.2990 0.0 -0.1 0.0
H 0.5368 1.7837 -1.8578 0.0 -0.1 0.1
H 2.7050 2.1217 -2.6533 0.2 0.0 0.1
H 3.4939 1.3844 -1.2899 -0.2 0.0 0.0
H 1.9322 -0.7239 -2.1685 0.3 -0.1 0.0
H 0.9818 -0.2433 -4.1970 0.0 0.1 0.0
H 1.9658 1.2020 -4.4147 0.0 -0.1 0.0
H 2.5887 -0.3809 -4.8890 0.0 0.0 0.0
F -5.9753 1.3742 1.7782 0.0 0.0 0.0
C -4.8337 0.9728 2.3969 0.0 0.0 0.0
C -4.9419 0.3102 3.6040 0.0 0.0 0.0
C -3.7724 -0.1087 4.2259 0.0 0.0 0.0
C -2.5357 0.1373 3.6425 -0.1 0.0 0.0
C -2.4577 0.8098 2.4289 0.0 -0.1 0.1
C -3.6205 1.2351 1.7989 0.0 0.0 -0.1
H -5.9172 0.1302 4.0360 0.0 0.0 0.0
H -3.8331 -0.6330 5.1719 0.0 0.0 0.0
H -1.6291 -0.1946 4.1317 0.0 0.0 0.0
H -1.5008 1.0052 1.9501 -0.1 0.1 0.0
H -3.5659 1.7442 0.8465 0.0 0.0 0.0

=====

Entry 3:
71
Properties=species:S:1:pos:R:3:forces:R:3 method="wB97M-V/def2-TZVPD" e_homo_ha=-0.045 orbital_gap_ev=4.13 e_tot_ev=-317672.9796 relative_energy_kj_mol=0.00 total_charge=-2
Cs 0.9349 -1.6937 0.8209 0.4 0.4 -0.1
I -1.5363 -4.4518 1.8946 -0.1 1.2 1.2
C -1.5194 -3.0158 3.6426 -0.3 -0.4 -0.2
I -2.6809 -1.1745 3.4623 0.7 -0.9 -0.2
H -0.4708 -2.7919 3.8645 -0.2 0.2 -0.3
H -1.9592 -3.5423 4.4952 0.1 0.0 -0.5
C -1.5381 -0.7658 -4.8846 0.5 -0.8 -1.6
C -2.7451 -0.9664 -4.0949 -2.2 0.1 1.2
N -3.9484 -1.1062 -4.6119 0.9 0.4 -0.7
N -4.8208 -1.2445 -3.5891 2.9 0.0 0.8
C -4.1671 -1.3007 -2.3836 -1.2 0.3 -0.2
S -5.0801 -1.5254 -0.9519 1.3 0.2 -0.3
N -2.8354 -1.0548 -2.6925 -2.7 -0.8 -1.6
N -1.8233 -0.9553 -1.7946 0.4 0.7 1.0
H -1.8526 -0.8207 -5.9530 0.1 0.0 0.7
H -0.8543 -1.6122 -4.7130 0.1 0.5 0.1
H -1.0262 0.1850 -4.7766 0.0 0.0 0.5
H -5.7900 -1.3541 -3.7671 -0.5 -0.2 0.2
H -2.2599 -0.9540 -0.8478 0.8 -0.4 -1.0
H -1.0375 -1.5836 -2.0634 -0.5 0.0 0.7
F 7.8525 -1.4487 4.6164 -0.1 0.7 0.1
C 6.5433 -1.1349 4.4288 0.7 0.0 -0.6
C 5.8516 -1.9853 3.5804 -1.1 0.5 1.1
F 6.5152 -2.9191 2.9031 0.0 -0.4 -0.1
C 4.4615 -1.9242 3.6024 -0.1 -0.4 -0.8
F 3.7851 -2.8699 2.9008 0.4 0.0 0.0
C 3.6921 -0.9500 4.2449 2.4 0.7 0.3
S 2.0027 -1.0595 4.3139 -1.0 0.3 0.1
C 4.5294 0.0783 4.8205 -0.6 -0.4 0.3
F 3.8802 1.1343 5.3555 0.5 -0.1 0.1
C 5.9284 -0.0168 4.9863 -0.7 -0.4 0.2
F 6.6638 0.8508 5.7565 -0.8 -0.6 -0.7
Cl 3.1385 1.4982 1.0343 0.1 -1.1 0.7
Si 3.2969 2.4810 -0.8478 -0.2 3.9 1.2
Cl 5.2282 2.0892 -1.5438 1.1 -1.2 -0.6
Cl 1.7217 1.6143 -1.8182 -1.2 -1.8 -1.2
C -5.2828 6.0160 0.8536 0.2 0.4 0.4
Ge -4.0239 4.5734 1.3175 0.5 0.0 -0.4
C -4.0599 4.4177 3.3189 -1.4 -0.1 -0.3
C -4.5344 2.9673 0.3273 -0.8 -1.0 0.2
C -2.1727 4.8705 0.6011 -0.1 -0.1 1.6
Se -0.9601 3.3729 1.1804 -0.6 0.0 -0.4
C -0.0636 4.1756 2.6926 0.6 1.0 0.2
H -5.1011 6.4484 -0.1295 0.2 0.1 0.0
H -5.1465 6.7952 1.6361 -0.3 -0.3 -0.6
H -6.3170 5.6607 0.8390 0.1 0.0 0.3
H -3.8737 3.3482 3.5052 0.0 0.5 0.4
H -5.0631 4.7375 3.7839 1.4 -0.6 -0.9
H -3.2992 5.0391 3.7775 0.3 -0.1 0.0
H -5.4337 2.4927 0.7898 0.7 0.1 -0.2
H -3.7178 2.2210 0.2719 -0.4 0.4 0.3
H -4.8401 3.1537 -0.7117 0.2 0.4 0.2
H -1.7373 5.7974 0.9911 0.1 -0.1 -0.3
H -2.1686 4.8805 -0.4752 0.0 0.0 -0.4
H 0.9663 4.4528 2.3881 -0.7 0.2 0.1
H 0.0794 3.4771 3.5093 -0.4 -0.3 0.0
H -0.6626 5.0440 3.0506 0.6 -0.5 -0.2
C 2.9633 -5.2621 -2.4631 0.0 -0.6 0.1
Si 2.3547 -3.9392 -3.5986 -0.3 1.5 -0.1
C 2.0731 -4.5149 -5.3942 0.0 -0.3 -0.8
C 3.8141 -2.7039 -3.7217 0.4 -0.3 0.3
Se 0.4649 -3.2790 -2.5430 0.2 -0.1 -0.4
H 3.8698 -5.7671 -2.8131 0.0 -0.1 0.2
H 2.1325 -5.9710 -2.3421 0.4 0.0 0.1
H 3.1361 -4.7561 -1.4990 0.0 -0.3 -0.3
H 3.0046 -5.0009 -5.8053 -0.7 0.6 0.3
H 1.7150 -3.7087 -6.1137 0.6 -0.8 1.0
H 1.2930 -5.2969 -5.4146 0.2 0.2 0.1
H 4.7238 -3.3401 -3.6025 -0.4 0.4 -0.5
H 3.9344 -1.9590 -2.9259 -0.5 -0.1 0.0
H 3.8528 -2.1516 -4.6712 0.0 -0.3 0.2

=====

Entry 4:
56
Properties=species:S:1:pos:R:3:forces:R:3 method="wB97M-V/def2-TZVPD" e_homo_ha="-0.348 / -0.389" orbital_gap_ev="6.74 / 6.68" e_tot_ev=-58044.1796 relative_energy_kj_mol=0.00 spin_multiplicity=4 total_charge=+1 s_squared=3.77
C 0.7744 -1.4262 -3.9741 -0.5 0.4 0.0
C 0.7350 -0.9672 -2.6689 -1.2 -1.3 -0.3
N -0.4342 -0.9199 -1.9560 0.7 -0.7 -0.5
C -1.5666 -1.3472 -2.5712 0.2 0.2 -0.3
C -1.5601 -1.7935 -3.8888 -0.2 0.1 0.2
C -0.3881 -1.8218 -4.6191 0.3 0.1 0.6
C 2.0211 -0.9613 -1.9528 0.3 0.0 0.7
P 1.8499 -0.5103 -0.1835 2.2 -0.7 0.2
Tc -0.4290 -0.5658 0.1914 -2.8 2.5 0.4
P -2.8175 -0.2764 -0.3220 -0.9 -0.6 -0.4
C -2.8777 -1.3241 -1.8382 -0.1 0.2 0.3
O 2.3674 3.8486 -4.3259 -0.1 0.0 1.0
O 0.3858 2.6226 -1.5534 0.1 -0.5 0.2
H 1.7467 -1.5279 -4.4162 0.2 0.0 -0.4
H -2.5053 -2.1309 -4.2967 0.1 0.0 -0.1
H -0.3482 -2.2018 -5.6193 -0.1 -0.1 -0.4
C 2.7487 -1.9781 0.5560 0.3 -0.2 0.0
C 3.0446 0.8521 0.0329 -0.1 0.2 0.1
H -3.6483 -0.9533 -2.5084 -0.1 0.1 -0.1
H -3.2245 -2.3084 -1.5240 0.3 -0.3 -0.1
H 2.7976 -0.4493 -2.5111 0.1 0.3 0.1
H 2.3345 -2.0085 -1.8839 0.0 0.0 -0.3
C -3.8017 -1.1575 0.9324 -0.4 -0.5 0.3
C -4.0163 1.0307 -0.8096 0.1 1.0 0.0
H 0.4506 3.1154 -2.3663 0.2 0.2 -0.7
H -0.0035 3.2507 -0.9486 -0.2 0.2 0.4
H 2.9280 3.6110 -3.5702 -0.2 0.2 -0.3
H 2.7161 3.3264 -5.0389 0.2 -0.3 -0.6
H -0.2331 -1.9349 1.0377 0.1 -1.2 0.2
H -1.0612 0.8292 0.8377 0.1 -0.1 0.5
H 3.7978 -1.9949 0.2076 -0.4 0.2 0.0
H 2.7751 -2.0180 1.6593 -0.2 0.2 -0.5
H 2.2809 -2.9161 0.2086 0.0 0.5 0.2
H 4.0703 0.4651 -0.0731 -0.3 0.2 0.0
H 2.8281 1.6217 -0.7281 0.1 -0.2 0.4
H 2.9207 1.2723 1.0413 0.1 0.0 -0.4
H -4.9950 0.6536 -1.1415 0.5 -0.5 0.2
H -4.2372 1.7205 0.0103 0.2 -0.1 0.1
H -3.6501 1.6504 -1.6337 0.2 -0.1 0.1
H -4.8967 -1.1865 0.7728 0.5 0.3 -0.2
H -3.4604 -2.1978 0.9681 0.1 0.2 0.1
H -3.6211 -0.7024 1.9147 0.0 -0.1 -0.2
Cl -1.9183 1.6933 4.8872 -0.7 0.1 0.0
C -0.2998 1.2042 4.6171 1.1 -0.9 -1.1
C 0.5931 1.4158 5.6461 0.7 0.1 0.2
C 1.9378 1.0465 5.4913 -0.3 0.0 -0.4
C 2.3653 0.4696 4.2927 -0.1 0.1 0.1
C 1.4583 0.2361 3.2544 -0.1 -0.1 0.2
C 0.1060 0.5525 3.3969 -0.4 -0.1 0.6
C -0.9418 0.1185 2.4005 -0.1 0.7 0.0
H 0.2414 1.8832 6.5743 0.2 -0.2 -0.5
H 2.6388 1.2398 6.2966 -0.1 -0.1 -0.1
H 3.4094 0.1918 4.1448 -0.2 0.1 0.2
H 1.7973 -0.2556 2.3231 -0.4 0.4 0.9
H -1.3745 -0.8625 2.6380 0.5 0.0 0.0
H -1.8109 0.7767 2.5895 0.4 -0.1 -0.6